The following is a quantum chemistry calculation of a structure of composition C12H24Cl2LaN4O2P at a distorted geometry, from OMol25.

Structure (XYZ):
```
46
Properties=species:S:1:pos:R:3:forces:R:3
C 0.377 1.292 -3.282 0.3 -1.2 -1.6
C 0.758 0.824 -1.927 -0.3 4.7 6.2
H 1.124 2.057 -3.569 -0.3 -0.3 0.3
H -0.639 1.722 -3.270 0.4 -0.2 0.5
H 0.381 0.501 -4.038 0.0 0.2 0.2
O 0.853 1.548 -0.945 -0.3 -3.2 -4.1
Cl -1.585 -0.733 -1.588 0.0 0.0 0.0
La -0.753 -0.778 0.964 -1.5 -0.7 -0.5
P 1.631 -1.269 -1.089 1.3 -1.7 -1.5
C 3.320 -1.334 -0.377 0.0 0.8 0.2
C 1.132 -3.016 -0.677 -0.9 0.2 0.2
H 1.080 -1.682 -3.395 0.2 0.1 0.0
H 2.647 -2.413 -2.948 -0.1 0.2 0.0
H 2.562 -0.655 -3.223 -0.1 -0.2 -0.1
C 2.013 -1.525 -2.841 0.1 -0.1 -0.5
H 0.123 -3.246 -1.057 0.3 0.0 0.1
H 1.859 -3.651 -1.200 -0.1 0.2 0.1
H 3.924 -2.054 -0.946 -0.3 0.2 0.1
H 3.289 -1.645 0.675 0.0 0.1 -0.2
H 1.199 -3.243 0.400 -0.1 0.1 -0.3
H 3.782 -0.344 -0.458 0.1 -0.2 0.1
C 1.554 0.363 1.560 5.2 3.9 1.8
O 2.449 1.045 1.847 -4.1 -3.2 -1.3
Cl -1.381 -2.805 2.450 0.1 0.3 -0.2
C -2.070 1.145 2.862 -0.7 0.8 0.2
N -1.823 1.488 1.405 -0.5 0.3 0.5
C -1.292 2.897 1.362 -0.4 0.5 0.2
N -2.192 3.867 2.019 0.0 -1.2 -0.1
C -2.407 3.452 3.428 0.0 -0.2 -0.3
N -2.993 2.087 3.527 0.4 -0.2 -1.0
C -4.285 2.082 2.779 0.3 -0.2 -0.2
N -4.111 2.473 1.358 1.1 -0.4 0.3
C -3.166 1.531 0.717 -0.8 0.6 0.3
C -3.508 3.828 1.332 0.2 -0.2 0.0
H -1.097 1.170 3.383 -0.2 0.0 0.0
H -2.503 0.125 2.921 0.0 0.2 0.1
H -1.182 3.166 0.303 0.1 0.0 0.3
H -0.315 2.898 1.856 -0.1 0.2 0.0
H -3.105 4.163 3.894 0.4 -0.3 -0.1
H -1.439 3.457 3.949 -0.3 0.1 0.0
H -4.706 1.067 2.815 0.0 0.3 0.1
H -4.971 2.794 3.257 0.2 -0.3 -0.1
H -3.011 1.846 -0.321 0.0 -0.2 0.2
H -3.610 0.524 0.727 0.0 0.1 0.0
H -4.187 4.521 1.849 0.2 -0.2 -0.3
H -3.367 4.132 0.286 -0.1 0.0 0.3
```
Forces are in eV/Å.

E = -58067.439 eV
lowest unoccupied orbital energy = -9.566 eV
largest force on an atom = 7.82 eV Å⁻¹
gap between HOMO and LUMO = 5.12 eV
E_HOMO = -14.69 eV
charge = +2

The following is a quantum chemistry calculation of a cluster of 2 separate species, C10H11N3S2 in total at a distorted geometry, from OMol25.

Structure (XYZ):
```
26
Properties=species:S:1:pos:R:3:forces:R:3
C 3.408 2.003 0.289 -0.7 -0.1 0.0
C 2.926 1.505 -0.932 0.0 0.0 0.2
C 1.670 0.916 -1.005 0.3 0.3 -0.2
C 0.843 0.889 0.140 0.0 0.3 0.0
C -0.565 0.661 0.015 0.9 -0.6 0.0
S -1.547 0.734 1.414 0.2 -0.6 0.8
C -2.532 -0.788 1.198 -0.4 0.3 0.0
C -3.287 -0.792 -0.128 0.2 0.1 0.1
C -2.375 -0.845 -1.348 -0.7 0.2 -0.2
S -1.300 0.612 -1.525 0.5 -0.6 -0.5
C 1.405 1.202 1.401 0.3 0.5 0.0
C 2.654 1.812 1.460 0.0 -0.2 -0.2
H 4.353 2.543 0.330 -0.2 -0.2 0.0
H 3.538 1.598 -1.827 -0.1 -0.1 0.2
H 1.308 0.475 -1.938 0.1 0.3 0.4
H -1.875 -1.654 1.332 0.0 0.3 -0.2
H -3.202 -0.705 2.062 0.0 -0.2 -0.3
H -3.933 -1.668 -0.143 -0.1 -0.1 -0.1
H -3.904 0.108 -0.187 -0.1 -0.2 0.0
H -1.741 -1.739 -1.375 0.2 0.3 0.1
H -2.954 -0.770 -2.281 0.0 -0.2 0.3
H 0.846 0.987 2.313 0.2 0.3 -0.4
H 3.047 2.150 2.415 0.0 -0.2 -0.1
N 0.171 -2.385 -0.221 -0.1 0.0 0.0
N 1.075 -3.076 -0.564 1.5 -1.0 -0.5
N 1.971 -3.774 -0.896 -1.9 1.6 0.7
```
Forces are in eV/Å.

E = -36684.704 eV
lowest unoccupied orbital energy = -2.710 eV
largest force on an atom = 2.56 eV Å⁻¹
gap between HOMO and LUMO = 3.64 eV
E_HOMO = -6.35 eV

The following is a quantum chemistry calculation of a cluster of 2 separate species, C4H13N2OS in total at a distorted geometry, from OMol25.

Structure (XYZ):
```
21
Properties=species:S:1:pos:R:3:forces:R:3
C -0.038 1.580 -1.421 0.3 0.5 -0.9
C -0.826 0.599 -2.310 -0.8 0.3 0.0
S -0.670 -1.095 -1.643 0.3 -0.2 -0.5
N 1.400 1.277 -1.425 0.2 -0.2 0.6
H -0.442 1.556 -0.410 0.1 -0.3 0.2
H -0.133 2.639 -1.726 -0.2 -0.3 -0.2
H -0.471 0.644 -3.381 -0.3 0.1 1.0
H -1.918 0.858 -2.269 0.9 0.0 -0.3
H 1.950 1.809 -2.087 -0.4 0.0 -0.1
H 1.496 0.285 -1.639 0.0 0.0 0.1
C -1.003 -0.993 1.735 -0.8 0.2 0.4
O -1.699 -2.098 1.166 0.4 0.2 -0.7
C 0.511 -1.187 1.807 -0.6 -0.2 -0.5
N 1.175 0.063 2.118 0.5 0.9 -0.1
H -1.243 -0.014 1.257 0.2 -0.7 -0.1
H -1.410 -0.943 2.749 0.1 0.2 0.1
H -1.604 -2.038 0.174 0.1 0.4 0.8
H 0.712 -1.901 2.597 0.2 -0.4 0.0
H 0.768 -1.575 0.815 0.4 -0.2 0.2
H 1.398 0.551 1.248 -0.1 0.0 0.3
H 2.047 -0.017 2.642 -0.4 -0.3 -0.3
```
Forces are in eV/Å.

E = -20222.608 eV
lowest unoccupied orbital energy = 3.999 eV
largest force on an atom = 1.11 eV Å⁻¹
gap between HOMO and LUMO = 7.05 eV
E_HOMO = -3.05 eV
charge = -1

The following is a quantum chemistry calculation of a structure of composition C4H10N2O2 at a distorted geometry, from OMol25.

Structure (XYZ):
```
18
Properties=species:S:1:pos:R:3:forces:R:3
C 0.547 -0.301 -0.739 0.8 1.2 -1.5
C 0.756 0.770 0.330 -3.9 -0.4 0.4
C -0.385 1.750 0.050 1.2 0.9 -0.6
O 1.363 1.974 -2.049 0.4 0.5 -0.7
N -0.619 -1.208 -0.885 1.0 2.6 5.1
C -1.078 -1.429 0.544 -6.2 -1.2 -1.0
N 0.048 -2.009 1.323 -1.5 5.4 -5.5
O -2.226 -1.000 0.868 4.9 -2.0 -1.1
H 1.349 -0.984 -0.497 0.8 -0.5 -1.5
H 0.586 0.454 -1.617 0.3 -2.6 0.2
H 0.848 0.442 1.373 0.5 0.3 -0.2
H 1.528 1.295 -0.123 2.5 0.4 0.4
H -0.261 2.713 0.527 -0.1 0.1 0.2
H -0.272 1.920 -1.054 -0.9 0.3 0.9
H -1.319 1.318 0.267 -1.4 -0.2 0.1
H -0.404 -2.050 -1.308 0.3 -2.2 -2.0
H -0.190 -2.863 1.724 -1.5 -1.2 2.4
H -0.271 -0.792 1.267 2.8 -1.4 4.1
```
Forces are in eV/Å.

2S+1 = 2
E = -11365.562 eV
lowest unoccupied orbital energy (spin up / spin down) = -8.965 / -6.542 eV
largest force on an atom = 7.86 eV Å⁻¹
gap between HOMO and LUMO (spin up / spin down) = 6.99 / 9.43 eV
E_HOMO (spin up / spin down) = -15.95 / -15.98 eV
charge = +1

The following is a quantum chemistry calculation of a structure of composition C10H6BeNO5S at a distorted geometry, from OMol25.

Structure (XYZ):
```
24
Properties=species:S:1:pos:R:3:forces:R:3
O -0.658 3.158 -7.055 0.0 -0.4 2.2
C -0.669 2.939 -5.935 0.0 0.4 -2.2
Be -0.622 0.651 -1.719 -0.5 -1.0 -1.0
C -0.874 1.617 -0.324 0.9 0.9 2.8
O -0.928 1.893 0.780 -0.4 -0.1 -1.4
C -0.785 -1.179 -1.832 -0.2 -1.5 -0.7
O -0.977 -2.300 -1.959 0.1 1.7 0.3
C 1.003 1.119 -2.741 3.6 0.6 2.7
O 2.113 1.471 -2.926 -3.7 -0.8 -1.2
C -2.369 0.889 -2.234 -2.5 -0.4 0.3
O -3.510 0.918 -2.392 2.3 0.2 -0.2
H -0.293 0.872 -3.216 0.1 0.4 -2.1
S 1.321 -0.773 -0.357 -0.2 0.2 0.5
C 0.874 -0.776 1.298 -0.3 -0.4 0.4
N -0.196 -1.523 1.784 0.9 0.3 0.8
C -0.348 -1.809 3.138 0.1 0.4 -1.3
C 0.539 -1.268 4.021 -0.5 -0.4 0.0
C 1.554 -0.403 3.607 0.0 0.3 -1.2
C 1.687 -0.114 2.256 -0.2 -0.4 0.6
H -0.838 -1.953 1.120 0.4 0.1 0.2
H -1.178 -2.478 3.405 0.5 0.5 -0.2
H 0.443 -1.532 5.045 -0.1 -0.1 0.7
H 2.243 0.022 4.329 -0.1 0.0 -0.1
H 2.468 0.557 1.907 -0.2 -0.3 -0.1
```
Forces are in eV/Å.

E = -33419.707 eV
lowest unoccupied orbital energy (spin up / spin down) = -5.023 / -4.751 eV
largest force on an atom = 4.55 eV Å⁻¹
gap between HOMO and LUMO (spin up / spin down) = 5.40 / 6.76 eV
E_HOMO (spin up / spin down) = -10.43 / -11.52 eV
charge = +1

The following is a quantum chemistry calculation of an isolated molecule of C3H9BO2S at a distorted geometry, from OMol25.

Structure (XYZ):
```
16
Properties=species:S:1:pos:R:3:forces:R:3
C 1.915 -1.772 0.233 -0.3 -1.4 -1.4
O 0.735 -1.235 -0.363 -1.3 -0.5 -0.5
B 0.262 0.000 -0.298 -2.2 2.8 0.3
O 1.056 1.096 -0.134 0.1 0.0 -0.2
C 0.807 2.479 0.127 -0.5 1.0 1.1
S -1.906 0.681 -0.312 3.2 -0.6 -0.5
C -2.819 -0.876 -0.292 -0.3 -0.1 1.7
H 1.585 -2.844 0.564 1.0 2.3 0.2
H 2.281 -0.983 0.879 0.3 -0.7 0.9
H 2.681 -1.910 -0.571 -0.6 0.1 0.6
H -0.199 2.680 0.662 1.5 -0.5 -1.3
H 1.028 3.203 -0.704 -0.9 -1.3 0.0
H 1.594 2.825 0.805 -0.2 -0.5 0.4
H -1.979 -1.647 -0.130 -2.1 0.6 -0.7
H -3.588 -0.937 -1.108 1.4 -0.5 0.3
H -3.454 -0.761 0.643 0.8 -0.7 -0.9
```
Forces are in eV/Å.

E = -18863.929 eV
lowest unoccupied orbital energy = 0.637 eV
largest force on an atom = 3.59 eV Å⁻¹
gap between HOMO and LUMO = 8.86 eV
E_HOMO = -8.23 eV
SMILES = COB(OC)SC

The following is a quantum chemistry calculation of a cluster of 2 separate species, C9H14 in total at a distorted geometry, from OMol25.

Structure (XYZ):
```
23
Properties=species:S:1:pos:R:3:forces:R:3
C 0.211 -2.267 0.415 -0.5 -0.2 0.7
C -0.169 -0.967 1.067 -0.3 0.2 -0.4
C 0.741 -0.203 1.770 0.4 -0.6 -0.2
C 0.423 1.065 2.206 0.3 0.5 0.4
C -0.821 1.623 1.944 0.3 0.0 -0.2
C -1.774 0.835 1.327 -0.3 -0.3 0.1
C -1.437 -0.434 0.885 -0.5 -0.3 0.4
H 1.286 -2.359 0.299 0.1 0.0 -0.2
H -0.323 -2.342 -0.527 0.3 -0.1 -0.3
H -0.121 -3.116 1.026 0.1 0.1 0.0
H 1.720 -0.656 1.901 0.1 0.4 0.3
H 1.151 1.621 2.787 0.0 0.1 -0.2
H -1.012 2.668 2.144 -0.1 -0.1 0.4
H -2.805 1.162 1.254 0.1 0.2 -0.3
H -2.197 -1.055 0.431 -0.1 0.0 -0.2
C -0.001 0.652 -1.899 1.2 0.8 -1.2
C 1.257 0.397 -2.767 -0.8 -0.1 -0.5
H 0.286 0.504 -0.865 -0.7 -0.2 0.1
H -0.215 1.701 -2.078 -0.2 0.3 0.5
H -0.881 0.135 -2.276 0.1 -0.5 0.5
H 1.175 0.902 -3.735 0.0 0.1 0.1
H 2.138 0.785 -2.267 0.2 -0.2 0.0
H 1.368 -0.651 -3.041 0.3 -0.2 0.4
```
Forces are in eV/Å.

E = -9559.801 eV
lowest unoccupied orbital energy = 1.042 eV
largest force on an atom = 1.91 eV Å⁻¹
gap between HOMO and LUMO = 10.06 eV
E_HOMO = -9.02 eV
SMILES = Cc1ccccc1.CC

The following is a quantum chemistry calculation of a cluster of 5 separate species, C25H23N2O13PS in total at a distorted geometry, from OMol25.

Structure (XYZ):
```
65
Properties=species:S:1:pos:R:3:forces:R:3
N 3.981 3.193 4.625 -0.2 0.5 0.2
P 2.478 2.921 4.821 2.3 1.1 -1.3
O 2.168 2.487 6.300 -0.4 -0.1 0.6
O 1.993 1.683 3.963 -0.7 -0.5 0.5
O 1.607 4.219 4.378 -1.1 -1.7 0.3
S -0.042 4.352 4.761 0.0 1.0 -1.4
O -0.097 4.498 6.175 -0.2 -0.1 1.1
O -0.537 2.854 4.345 0.3 0.5 0.4
C -1.545 2.289 5.209 -0.3 -1.0 -0.1
N -0.967 1.257 6.043 -0.1 0.2 -0.2
H 4.115 4.137 4.283 0.5 -0.1 -0.1
H 2.879 2.902 6.821 -0.3 -0.2 0.1
H 2.546 0.948 4.288 -0.2 0.0 -0.5
H -2.253 1.831 4.531 -0.1 0.0 -0.4
H -2.087 3.044 5.765 0.1 0.3 0.2
H -1.215 1.373 7.014 0.2 0.1 0.1
H 0.034 1.295 5.935 0.2 -0.1 0.3
C 2.290 -1.547 -0.670 0.0 -0.1 0.0
C 2.169 -0.392 -1.314 0.0 0.0 -0.1
C 1.587 0.801 -0.653 0.0 0.0 0.0
O 1.463 1.844 -1.254 0.1 0.1 0.1
C 1.151 0.658 0.760 0.0 0.0 0.0
C 1.276 -0.498 1.406 0.0 0.0 0.0
C 1.855 -1.693 0.742 0.0 0.1 0.0
O 1.966 -2.748 1.328 0.0 0.0 0.0
H 2.707 -2.427 -1.141 0.0 0.0 0.0
H 2.481 -0.272 -2.344 0.0 0.0 0.0
H 0.729 1.539 1.227 0.0 0.0 0.0
H 0.962 -0.621 2.435 0.0 0.0 0.0
C -4.941 1.997 0.624 0.0 0.0 0.0
C -4.808 2.923 1.569 0.0 0.0 0.0
C -3.497 3.569 1.832 0.1 0.0 0.0
O -3.367 4.406 2.699 -0.1 0.0 0.2
C -2.345 3.146 1.002 0.0 0.0 0.0
C -2.473 2.219 0.058 0.0 0.0 0.2
C -3.783 1.572 -0.204 0.1 0.0 0.0
O -3.905 0.723 -1.062 -0.2 0.0 0.1
H -5.885 1.511 0.417 0.0 0.0 0.0
H -5.637 3.246 2.187 0.0 0.0 0.0
H -1.400 3.631 1.213 0.0 0.0 0.0
H -1.644 1.898 -0.555 0.0 0.0 -0.1
C -2.650 -0.878 -4.684 0.1 0.0 0.0
C -2.539 0.053 -3.740 0.0 -0.1 -0.2
C -1.237 0.708 -3.463 0.0 -0.1 0.0
O -1.126 1.553 -2.600 0.0 0.0 -0.1
C -0.066 0.292 -4.272 0.0 0.0 0.0
C -0.177 -0.639 -5.215 0.0 0.0 0.0
C -1.479 -1.297 -5.495 0.0 0.0 0.0
O -1.579 -2.147 -6.354 0.0 -0.1 0.0
H -3.587 -1.372 -4.904 0.0 0.0 0.0
H -3.374 0.371 -3.137 0.0 0.0 0.1
H 0.871 0.787 -4.049 0.0 0.0 0.0
H 0.664 -0.961 -5.815 0.0 0.0 0.0
C 0.982 -4.886 -4.107 0.0 0.0 0.0
C 0.911 -6.213 -4.045 0.0 0.0 0.0
C 2.113 -7.035 -3.753 0.0 0.0 0.0
O 2.051 -8.242 -3.698 0.0 -0.1 0.0
C 3.396 -6.320 -3.531 0.0 0.0 0.0
C 3.466 -4.993 -3.594 0.0 0.0 0.0
C 2.264 -4.174 -3.886 0.0 0.0 0.0
O 2.326 -2.964 -3.941 0.0 0.1 0.0
H 0.119 -4.268 -4.320 0.0 0.0 0.0
H -0.013 -6.753 -4.203 0.0 0.0 0.0
H 4.259 -6.937 -3.319 0.0 0.0 0.0
H 4.391 -4.453 -3.437 0.0 0.0 0.0
```
Forces are in eV/Å.

E = -76016.171 eV
lowest unoccupied orbital energy = -1.670 eV
largest force on an atom = 2.88 eV Å⁻¹
gap between HOMO and LUMO = 7.76 eV
E_HOMO = -9.43 eV

Which of these has the highest E? C9H14